No. 1
Formula: C32H78N6O8
Source: the Open Molecules 2025 dataset
Level of theory: ωB97M-V with the def2-TZVPD basis set

Results
Total energy ... -2196.43038 Ha
SMILES ... CC1(C)CCCC(C)(C)N1O.CC1(C)CCCC(C)(C)N1O.NC(N)=O.NC(N)=O.CC(C)O.CC(C)O.CC(C)O.CC(C)O
Net charge ... 0
Frontier orbital gap ... 8.922 eV
Highest occupied orbital energy ... -8.71 eV

Each line ends with the Mulliken charge.
Cartesian coordinates (Å):
C -6.930 -1.966 4.528  -1.564
C -5.626 -2.825 4.610  1.542
C -5.541 -3.859 3.500  -1.291
C -5.214 -3.145 2.128  -0.948
C -3.860 -2.358 2.251  -1.128
C -3.845 -1.396 3.401  2.659
N -4.355 -2.051 4.582  0.026
O -4.549 -1.024 5.503  -0.540
C -2.384 -1.095 3.687  -2.281
C -4.551 -0.046 3.046  -1.335
C -5.699 -3.430 5.961  -1.989
H -7.025 -1.343 5.422  0.351
H -7.822 -2.627 4.525  0.462
H -7.090 -1.360 3.654  0.340
H -4.724 -4.545 3.693  0.376
H -6.451 -4.443 3.366  0.424
H -6.016 -2.453 1.857  0.344
H -5.116 -3.868 1.304  0.452
H -3.684 -1.860 1.325  0.129
H -3.038 -3.078 2.432  0.455
H -2.246 -0.446 4.539  0.358
H -1.932 -2.021 4.018  0.508
H -1.739 -0.712 2.905  0.212
H -5.617 -0.181 2.705  0.162
H -4.597 0.608 3.898  0.456
H -4.111 0.558 2.267  0.245
H -4.836 -4.004 6.273  0.365
H -6.636 -3.957 6.151  0.410
H -5.819 -2.535 6.567  0.496
H -3.934 -1.167 6.244  0.356
C 3.248 3.630 -3.737  -1.981
C 3.133 2.239 -4.417  1.811
C 2.430 1.267 -3.465  -0.857
C 1.941 -0.073 -4.159  0.182
C 0.969 0.268 -5.276  -0.333
C 1.603 1.269 -6.293  1.544
N 2.251 2.400 -5.568  0.228
O 2.815 3.312 -6.472  -0.528
C 2.592 0.484 -7.209  -1.730
C 0.390 1.745 -7.132  -1.754
C 4.547 1.773 -4.697  -1.784
H 3.638 3.510 -2.742  0.373
H 2.234 4.037 -3.726  0.456
H 3.791 4.395 -4.314  0.373
H 2.972 0.950 -2.557  0.698
H 1.503 1.766 -3.128  -0.103
H 1.443 -0.633 -3.366  -0.642
H 2.765 -0.711 -4.501  0.498
H 0.072 0.708 -4.790  -0.537
H 0.756 -0.708 -5.754  0.428
H 2.945 1.176 -7.984  0.439
H 3.400 -0.049 -6.651  0.227
H 2.072 -0.314 -7.723  0.461
H -0.234 0.936 -7.519  0.361
H -0.320 2.245 -6.474  0.388
H 0.744 2.321 -8.006  0.372
H 5.036 1.806 -3.688  0.352
H 5.089 2.418 -5.380  0.502
H 4.652 0.718 -5.006  0.282
H 3.644 2.974 -6.924  0.346
C -0.382 -2.919 -1.252  0.458
O 0.481 -2.961 -0.360  -0.761
N -0.078 -3.029 -2.592  -0.311
N -1.661 -2.717 -0.838  -0.279
H -0.821 -3.338 -3.245  0.238
H 0.886 -3.374 -2.704  0.246
H -2.406 -2.417 -1.505  0.283
H -1.715 -2.235 0.063  -0.053
C 1.317 0.184 1.104  -0.222
O 1.712 1.246 1.570  -0.565
N 0.707 -0.932 1.877  0.033
N 1.490 0.035 -0.366  0.289
H 0.976 -0.862 2.865  0.292
H 0.728 -1.856 1.449  0.140
H 1.805 -0.853 -0.675  0.052
H 1.881 0.890 -0.694  -0.026
C 0.473 2.282 4.835  -0.870
C -0.551 3.364 4.624  0.239
C -1.727 2.986 3.736  -0.317
O -1.051 3.966 5.850  -0.588
H 1.181 2.617 5.578  0.381
H 1.028 2.118 3.911  0.043
H 0.010 1.360 5.204  0.253
H -0.012 4.216 4.187  0.285
H -1.431 2.512 2.769  -0.150
H -2.281 3.910 3.518  0.358
H -2.260 2.289 4.366  0.082
H -1.314 3.308 6.507  0.329
C 4.620 -3.785 0.606  -1.024
C 4.143 -4.722 -0.471  0.561
C 3.809 -6.099 0.006  -1.440
O 3.030 -4.145 -1.130  -0.400
H 5.124 -4.275 1.409  0.390
H 3.724 -3.276 1.055  0.190
H 5.236 -3.069 0.094  0.274
H 4.921 -4.803 -1.226  0.299
H 3.294 -6.153 0.974  0.302
H 4.715 -6.742 0.074  0.386
H 3.120 -6.523 -0.700  0.375
H 2.426 -3.826 -0.450  0.163
C 4.470 5.281 0.421  -1.510
C 3.813 3.950 0.667  0.966
C 4.758 2.745 0.487  -1.175
O 3.297 3.969 2.026  -0.596
H 5.395 5.372 0.957  0.368
H 3.883 6.120 0.774  0.398
H 4.653 5.469 -0.620  0.327
H 2.974 3.782 0.006  0.100
H 5.517 2.910 1.262  0.385
H 5.285 2.639 -0.442  0.320
H 4.244 1.782 0.659  0.202
H 2.701 3.179 2.038  0.258
C -2.141 1.504 0.056  -0.826
C -1.850 1.847 -1.375  0.222
C -1.495 0.673 -2.247  -0.526
O -3.045 2.539 -1.827  -0.574
H -2.920 0.753 0.022  0.280
H -2.353 2.401 0.621  0.414
H -1.261 1.108 0.537  -0.046
H -1.005 2.503 -1.483  0.309
H -2.337 -0.068 -2.288  0.223
H -0.614 0.084 -2.003  0.009
H -1.306 1.129 -3.195  0.066
H -2.947 2.726 -2.758  0.348

=====

No. 2
Formula: C32H80Br3N5O3
Source: the Open Molecules 2025 dataset
Level of theory: ωB97M-V with the def2-TZVPD basis set

Results
Total energy ... -9488.26471 Ha
Net charge ... +2
Frontier orbital gap ... 8.831 eV
Highest occupied orbital energy ... -11.91 eV

Each line ends with the Mulliken charge.
Cartesian coordinates (Å):
C -7.741 -1.911 -6.923  -1.366
C -7.025 -1.471 -5.632  -0.376
C -5.759 -2.397 -5.508  -0.799
N -4.433 -1.754 -5.017  0.171
C -3.724 -0.924 -6.027  -0.869
C -4.631 -0.898 -3.724  -0.992
C -4.469 -1.820 -2.557  0.583
C -3.717 -3.129 -3.038  -0.643
C -3.495 -2.850 -4.558  -0.647
H -8.741 -1.454 -7.018  0.385
H -7.922 -3.006 -6.837  0.328
H -7.159 -1.707 -7.785  0.389
H -7.732 -1.443 -4.767  0.343
H -6.568 -0.495 -5.720  0.323
H -5.413 -2.757 -6.471  0.444
H -5.950 -3.256 -4.846  0.444
H -4.222 0.035 -6.116  0.343
H -3.743 -1.421 -6.919  0.385
H -2.766 -0.748 -5.552  0.376
H -3.818 -0.175 -3.680  0.284
H -5.599 -0.355 -3.816  0.387
H -3.846 -1.295 -1.774  -0.543
H -5.476 -2.105 -2.207  0.503
H -2.787 -3.366 -2.559  0.322
H -4.394 -3.959 -2.969  0.343
H -2.561 -2.311 -4.562  0.313
H -3.542 -3.648 -5.257  0.450
C -1.828 -0.482 5.133  -1.183
C -0.341 -0.767 4.969  0.097
C -0.256 -2.134 4.238  -0.576
N 1.105 -2.625 3.864  0.538
C 1.932 -2.757 5.162  -1.089
C 1.729 -1.665 2.810  0.079
C 2.720 -2.507 1.991  0.218
C 2.517 -3.962 2.417  -0.589
C 1.132 -3.919 3.136  -0.627
H -2.338 -0.761 4.190  0.088
H -1.945 0.611 5.251  0.361
H -2.252 -0.992 5.967  0.444
H 0.156 -0.671 5.983  0.272
H 0.088 -0.052 4.281  0.190
H -0.767 -1.935 3.283  -0.372
H -0.749 -2.910 4.744  0.789
H 2.908 -3.068 4.982  0.453
H 1.434 -3.520 5.731  0.333
H 2.028 -1.851 5.707  0.362
H 2.235 -0.905 3.370  0.427
H 0.903 -1.253 2.208  -0.511
H 3.735 -2.215 2.186  0.442
H 2.450 -2.327 0.963  -0.437
H 3.384 -4.391 3.062  0.287
H 2.368 -4.683 1.577  0.352
H 0.901 -4.781 3.734  0.497
H 0.324 -3.834 2.429  0.289
C 3.198 -0.623 -2.235  -1.386
C 2.960 -1.696 -3.269  0.441
C 3.893 -2.878 -3.258  -0.817
O 3.570 -3.477 -2.038  -0.160
C 4.360 -4.659 -1.827  -0.820
N 1.567 -2.202 -3.195  0.362
H 1.299 -2.645 -2.267  -0.295
H 0.880 -1.455 -3.257  -0.053
H 1.438 -2.851 -3.988  0.351
H 2.329 -0.013 -2.185  0.416
H 4.089 -0.047 -2.603  0.406
H 3.341 -0.973 -1.253  0.173
H 2.922 -1.107 -4.254  0.354
H 4.912 -2.461 -3.310  0.347
H 3.639 -3.588 -4.099  0.451
H 3.890 -5.232 -1.023  0.181
H 5.371 -4.536 -1.433  0.315
H 4.401 -5.242 -2.738  0.364
C -2.343 2.279 0.243  -1.345
C -1.769 1.067 0.973  0.780
C -2.879 0.110 1.396  -0.821
O -2.293 -1.074 1.912  -0.221
C -2.991 -2.327 1.552  -0.751
N -0.822 0.251 0.154  0.925
H -1.148 0.110 -0.851  -0.219
H 0.134 0.747 0.194  -0.033
H -0.741 -0.680 0.567  -0.332
H -1.634 3.108 0.352  0.182
H -3.238 2.605 0.726  0.445
H -2.466 2.039 -0.783  0.333
H -1.185 1.411 1.814  0.187
H -3.560 -0.154 0.565  0.276
H -3.486 0.625 2.155  0.272
H -3.298 -2.757 2.540  0.222
H -2.264 -2.904 0.974  0.064
H -3.915 -2.108 1.044  0.554
C 2.053 4.750 4.670  -1.193
C 3.044 4.263 3.620  -0.093
N 3.580 5.374 2.650  -0.037
C 4.563 6.232 3.363  -0.997
C 4.326 4.687 1.489  -0.215
C 5.496 3.833 1.821  -1.342
C 2.550 6.248 2.015  -0.717
C 1.401 5.502 1.298  -0.417
O 1.593 4.859 0.092  -0.274
C 1.878 5.729 -1.051  -0.909
H 2.189 5.856 4.677  0.249
H 2.295 4.347 5.667  0.350
H 0.993 4.504 4.504  0.319
H 2.581 3.549 2.980  -0.082
H 3.908 3.774 4.113  0.516
H 5.426 5.591 3.483  0.372
H 4.187 6.687 4.266  0.386
H 4.860 6.997 2.687  0.424
H 4.501 5.502 0.825  0.468
H 3.518 4.199 0.942  0.258
H 5.082 3.074 2.505  0.315
H 6.373 4.359 2.219  0.376
H 5.827 3.449 0.865  0.411
H 3.126 6.949 1.467  0.666
H 2.111 6.936 2.795  0.488
H 0.683 6.392 1.159  0.403
H 0.975 4.841 2.115  0.105
H 2.741 5.304 -1.454  0.314
H 1.916 6.739 -0.732  0.440
H 1.031 5.643 -1.776  0.249
Br 0.008 -2.930 -0.628  -0.637
Br -1.342 -0.237 -3.125  -0.743
Br 2.030 1.307 1.655  -0.619